[1]
Density functional theory data (wB97M-V/def2-TZVPD) for a molecular structure, C45H50KN2OPSi.

Cartesian coordinates (Å):
1 K -0.285 0.655 -0.308
2 C -2.989 0.820 2.905
3 C -2.371 1.199 4.221
4 C -3.113 1.918 5.153
5 C -2.583 2.277 6.385
6 C -1.286 1.909 6.702
7 C -0.532 1.189 5.785
8 C -1.052 0.826 4.545
9 P -0.139 -0.134 3.270
10 C 1.565 -0.082 3.981
11 C 2.107 1.207 4.012
12 C 3.342 1.475 4.577
13 C 4.081 0.428 5.111
14 C 3.582 -0.861 5.030
15 C 2.339 -1.149 4.461
16 C 1.915 -2.591 4.365
17 C -0.867 -1.770 3.481
18 C -1.513 -2.138 4.665
19 C -2.184 -3.336 4.817
20 C -2.238 -4.196 3.695
21 C -1.610 -3.886 2.527
22 C -0.817 -2.686 2.354
23 C -0.074 -2.485 1.214
24 H -4.020 1.171 2.851
25 H -2.980 -0.265 2.774
26 H -2.441 1.266 2.068
27 H -4.126 2.207 4.896
28 H -3.182 2.844 7.088
29 H -0.857 2.176 7.661
30 H 0.480 0.900 6.044
31 H 1.529 2.024 3.591
32 H 3.721 2.490 4.596
33 H 5.050 0.610 5.563
34 H 4.176 -1.688 5.407
35 H 2.767 -3.234 4.597
36 H 1.562 -2.836 3.360
37 H 1.102 -2.829 5.052
38 H -1.500 -1.441 5.496
39 H -2.694 -3.579 5.741
40 H -2.794 -5.127 3.758
41 H -1.661 -4.575 1.689
42 H -0.124 -3.181 0.385
43 H 0.589 -1.637 1.116
44 C -2.393 -0.467 -2.556
45 Si -0.986 -0.032 -3.731
46 C -0.977 -1.358 -5.088
47 C -1.464 1.602 -4.558
48 N 0.436 0.042 -2.825
49 C 1.695 0.249 -3.225
50 C 2.134 0.512 -4.551
51 C 3.469 0.687 -4.891
52 C 4.467 0.620 -3.933
53 C 4.092 0.382 -2.605
54 C 2.768 0.213 -2.274
55 O 2.359 0.019 -0.952
56 C 3.250 -0.495 -0.042
57 C 3.949 0.356 0.800
58 C 4.770 -0.183 1.781
59 C 4.887 -1.558 1.917
60 C 4.173 -2.401 1.074
61 C 3.352 -1.873 0.090
62 H -3.297 -0.754 -3.103
63 H -2.662 0.380 -1.915
64 H -2.110 -1.309 -1.916
65 H -1.928 -1.358 -5.631
66 H -0.838 -2.349 -4.647
67 H -0.173 -1.201 -5.811
68 H -2.394 1.508 -5.130
69 H -0.683 1.959 -5.235
70 H -1.618 2.365 -3.789
71 H 1.380 0.570 -5.329
72 H 3.726 0.879 -5.928
73 H 5.510 0.751 -4.191
74 H 4.846 0.331 -1.829
75 H 3.822 1.427 0.687
76 H 5.295 0.475 2.461
77 H 5.504 -1.973 2.704
78 H 4.232 -3.475 1.201
79 H 2.756 -2.501 -0.559
80 C 1.364 3.994 0.676
81 N 1.256 4.559 -0.657
82 C 2.500 4.354 -1.376
83 C 0.155 3.916 -1.390
84 C -1.218 4.129 -0.782
85 C -1.713 5.437 -0.816
86 C -2.975 5.727 -0.320
87 C -3.736 4.685 0.199
88 C -3.214 3.395 0.228
89 C -1.933 3.035 -0.243
90 H 2.151 4.506 1.238
91 H 1.622 2.916 0.648
92 H 0.418 4.094 1.206
93 H 3.325 4.832 -0.841
94 H 2.431 4.793 -2.373
95 H 2.742 3.283 -1.501
96 H 0.360 2.838 -1.465
97 H 0.181 4.297 -2.416
98 H -1.097 6.232 -1.231
99 H -3.361 6.741 -0.346
100 H -4.734 4.883 0.584
101 H -3.859 2.625 0.653

Forces on the atoms, in the same order (eV/Å):
-0.089 -0.307 0.362
-0.026 -0.004 -0.016
0.032 0.014 0.070
0.008 -0.004 -0.028
0.008 0.017 0.008
-0.015 0.005 0.005
0.012 -0.031 0.012
-0.105 0.049 -0.042
0.029 -0.112 -0.209
0.020 0.019 0.061
0.063 -0.008 -0.007
-0.034 0.012 0.013
-0.007 0.009 0.029
-0.003 -0.017 -0.015
-0.001 0.013 0.001
0.028 -0.021 0.012
0.043 -0.042 0.100
-0.003 0.025 -0.090
0.012 0.012 -0.031
0.000 -0.018 0.022
0.023 0.002 -0.012
-0.050 0.038 -0.049
-0.053 0.025 0.060
0.008 0.005 0.003
0.001 0.024 -0.018
0.007 0.003 0.009
0.003 0.003 0.012
0.004 -0.007 0.001
-0.003 0.003 -0.002
-0.023 -0.003 -0.004
-0.011 -0.006 0.003
0.011 -0.007 -0.001
-0.003 0.000 -0.005
0.005 0.007 0.004
-0.003 -0.003 0.005
0.017 0.003 0.005
0.012 0.009 -0.020
-0.015 0.019 0.042
0.006 -0.007 0.001
-0.006 0.008 0.013
-0.006 0.015 -0.005
0.020 -0.003 0.020
0.112 0.035 -0.027
-0.018 -0.024 -0.007
0.143 0.095 0.001
-0.084 -0.024 -0.011
-0.038 -0.013 -0.032
-0.050 0.038 -0.082
0.075 0.001 -0.015
-0.005 0.005 -0.013
-0.031 -0.005 -0.011
0.003 -0.007 0.049
0.000 0.004 -0.061
-0.029 -0.068 0.020
-0.096 0.141 0.043
-0.066 -0.034 -0.050
0.005 -0.037 0.005
0.015 0.051 -0.009
-0.004 -0.029 0.003
0.000 -0.008 -0.005
0.045 0.040 -0.005
0.019 0.005 -0.007
0.042 0.011 -0.021
-0.024 0.001 -0.010
0.022 -0.021 -0.008
0.005 0.014 0.001
0.001 0.015 0.011
0.013 0.009 0.008
-0.003 -0.007 0.004
0.008 -0.014 -0.001
-0.001 0.000 0.013
0.007 0.000 0.004
-0.004 0.003 -0.003
0.001 -0.003 0.019
0.006 -0.002 0.007
-0.009 -0.011 -0.021
0.005 0.005 -0.009
-0.001 0.005 0.002
0.008 -0.007 0.009
0.018 -0.023 -0.009
-0.024 -0.031 0.022
-0.016 -0.020 0.000
0.049 0.004 0.046
0.002 -0.009 -0.017
0.007 -0.006 0.003
0.000 -0.005 -0.004
0.012 0.002 0.004
-0.003 0.020 0.003
-0.005 0.133 -0.050
-0.010 0.014 -0.007
-0.001 0.007 -0.006
-0.007 0.015 -0.008
-0.003 0.003 0.001
-0.002 0.009 0.007
0.005 0.003 0.001
-0.036 -0.058 -0.129
0.024 0.054 0.026
-0.005 0.001 -0.001
-0.001 0.002 0.000
0.001 0.001 0.001
0.009 -0.015 0.005

## Properties
Total charge: -2
Maximum force: 0.483 eV/A
E_HOMO: -0.84 eV
LUMO level: 0.1503 Ha
2S+1: 1
HOMO-LUMO gap: 4.93 eV

---

[2]
Density functional theory data (wB97M-V/def2-TZVPD) for 2 unconnected molecules or ions with the total composition CH2F2N2 in a non-equilibrium geometry.

Cartesian coordinates (Å):
1 C 0.661 -1.397 0.177
2 N -0.070 -2.362 0.512
3 N 0.111 -0.205 -0.144
4 F 1.989 -1.404 0.064
5 F 0.958 -3.806 0.844
6 H -0.866 -0.082 0.069
7 H 0.707 0.607 -0.122

Forces on the atoms, in the same order (eV/Å):
2.145 0.609 -0.358
0.918 -4.523 1.357
-0.141 0.192 -0.159
-0.809 -0.138 0.143
-2.133 3.941 -1.031
0.050 0.058 -0.029
-0.030 -0.139 0.078

## Properties
Maximum force: 4.811 eV/A
E_HOMO: -10.85 eV
LUMO level: -0.0468 Ha
2S+1: 1
HOMO-LUMO gap: 9.58 eV

---

[3]
Density functional theory data (wB97M-V/def2-TZVPD) for C2H5NO in the gas phase in a non-equilibrium geometry.

Cartesian coordinates (Å):
1 C 0.982 -0.354 0.411
2 N -0.244 0.390 0.270
3 C -1.183 0.189 -0.703
4 O -2.150 0.922 -0.889
5 H 1.400 -0.493 -0.621
6 H 0.828 -1.368 0.978
7 H 1.759 0.174 1.030
8 H -0.394 1.179 0.918
9 H -0.998 -0.640 -1.393

Forces on the atoms, in the same order (eV/Å):
0.774 -1.645 0.462
-0.421 0.831 0.701
-0.564 1.525 -0.045
0.857 -0.807 0.477
-0.109 -0.318 1.088
0.262 1.617 -1.310
-0.980 -0.132 -0.752
-0.144 -0.740 -0.796
0.325 -0.331 0.174

## Properties
Maximum force: 2.098 eV/A
E_HOMO: -9.75 eV
LUMO level: 0.0341 Ha
SMILES: CNC=O
2S+1: 1
HOMO-LUMO gap: 10.68 eV